1.
{"formula": "C4H6O", "method": "wB97M-V/def2-TZVPD", "symbols": ["C", "H", "C", "H", "H", "H", "C", "C", "O", "H", "H"], "positions_angstrom": [[-0.952, 0.859, 0.014], [1.721, -1.055, 1.529], [1.092, -0.954, 0.558], [-1.003, 1.430, -0.994], [-1.146, 1.608, 0.815], [-1.589, 0.023, -0.009], [1.627, -0.171, -0.587], [0.470, 0.473, 0.449], [1.698, 1.110, 0.014], [0.299, -1.654, 0.455], [1.346, -0.517, -1.673]], "forces_ev_per_angstrom": [[2.6, 3.0, -0.6], [-0.8, -0.2, -1.8], [1.1, 2.4, 3.2], [0.2, -1.0, 1.6], [-1.0, -0.6, -0.6], [-0.9, -0.9, 0.3], [-2.9, -1.2, -0.6], [1.5, -2.3, -3.1], [-0.2, 0.1, 0.0], [-0.1, -1.1, -0.5], [0.4, 1.8, 2.0]], "total_charge": 0, "largest_force_ev_per_a": 4.2, "smiles": "C[C@@]12C[C@@H]1O2", "lumo_energy_ev": 1.033, "orbital_gap_ev": 8.78, "e_above_lowest_ev": 3.869}

---

2.
{"formula": "C4H6BrF3N3", "method": "wB97M-V/def2-TZVPD", "symbols": ["H", "N", "C", "C", "N", "F", "H", "H", "H", "H", "Br", "F", "F", "C", "H", "C", "N"], "positions_angstrom": [[1.791, -0.321, -1.325], [1.142, 0.764, 0.380], [-0.369, -0.830, 1.035], [0.057, 1.268, -0.350], [0.738, -0.307, 1.336], [-2.482, -2.304, 0.069], [-0.334, -1.814, 1.692], [2.750, -0.422, 0.233], [1.490, 1.474, 1.047], [3.031, 1.020, -0.797], [-0.791, 2.894, 0.056], [-2.555, -0.909, -1.595], [-3.400, -0.301, 0.229], [-2.371, -0.991, -0.271], [0.234, 0.962, -1.418], [2.263, 0.257, -0.463], [-1.194, -0.441, 0.142]], "forces_ev_per_angstrom": [[0.9, 0.8, 1.1], [0.3, 1.6, 1.2], [0.4, -3.6, 2.2], [-2.0, -1.1, -2.2], [2.3, 0.2, 1.0], [0.2, 1.1, 0.1], [-1.2, 1.7, -1.3], [0.2, -0.2, -0.4], [-0.1, -0.2, -0.3], [-1.4, -0.5, 0.3], [0.6, -1.3, -0.1], [0.8, -0.1, -0.1], [-0.2, -0.3, 0.7], [-2.6, -0.9, -1.1], [-1.1, 0.8, 1.0], [0.6, -0.9, -0.9], [2.3, 2.8, -1.2]], "total_charge": 1, "largest_force_ev_per_a": 4.2, "lumo_energy_ev": -6.382, "orbital_gap_ev": 8.26, "e_above_lowest_ev": 4.886}

---

3.
{"formula": "C4H7NO2", "method": "wB97M-V/def2-TZVPD", "symbols": ["H", "C", "H", "O", "H", "O", "C", "C", "H", "H", "H", "C", "N", "H"], "positions_angstrom": [[2.822, 0.493, -0.514], [1.766, 0.353, -0.371], [-0.636, 2.175, 0.494], [-2.000, -0.268, 0.850], [0.984, -0.652, 0.946], [1.075, 1.402, -0.093], [-1.033, 0.108, -0.110], [-0.166, 1.206, 0.441], [-0.118, -1.153, -1.653], [-1.599, -0.219, 1.727], [-1.644, 0.474, -0.946], [-0.156, -1.057, -0.567], [1.233, -0.869, -0.065], [-0.530, -1.992, -0.137]], "forces_ev_per_angstrom": [[0.1, 0.2, -0.3], [0.4, 0.0, -0.4], [-0.1, 0.2, 0.3], [-0.3, -0.2, 0.3], [0.2, -0.5, 0.1], [0.0, -0.6, 0.1], [0.0, 0.0, -0.3], [-0.3, 0.6, -0.2], [0.0, 0.0, 0.1], [0.1, 0.0, -0.1], [0.1, 0.0, -0.1], [-0.1, 0.0, -0.3], [-0.1, 0.2, 0.9], [0.0, 0.2, -0.2]], "total_charge": 0, "largest_force_ev_per_a": 0.9, "lumo_energy_ev": [0.188, 0.331], "orbital_gap_ev": [7.91, 8.20], "e_above_lowest_ev": 4.492}

---

4.
{"formula": "C20H36F2NO7P", "method": "wB97M-V/def2-TZVPD", "symbols": ["O", "O", "H", "H", "O", "H", "H", "H", "H", "H", "C", "C", "H", "F", "F", "H", "H", "N", "H", "H", "O", "O", "H", "C", "C", "C", "H", "H", "H", "C", "H", "H", "H", "O", "H", "C", "H", "H", "H", "H", "C", "C", "C", "C", "H", "H", "H", "C", "C", "H", "C", "C", "H", "H", "H", "H", "O", "H", "H", "C", "C", "C", "P", "C", "H", "H", "C"], "positions_angstrom": [[3.715, -1.521, 2.172], [6.828, -3.484, 3.154], [-1.682, 2.872, 2.491], [-5.349, 2.339, -1.996], [8.067, -1.765, 3.875], [1.299, 0.115, 0.001], [8.153, -4.097, 1.667], [-2.903, 1.916, -3.629], [-2.931, -2.180, -4.869], [-3.382, -0.374, 0.917], [-0.580, 1.476, -2.585], [3.614, -2.619, 3.064], [-4.227, 1.295, -1.192], [3.993, -3.749, 2.415], [9.403, -1.461, 2.080], [-2.721, 2.796, -0.820], [-0.505, 0.849, 2.153], [-2.516, 3.170, 1.974], [-1.412, 0.783, -2.605], [-5.794, -0.017, -2.377], [6.294, -2.460, 5.086], [-3.282, -0.148, -4.512], [-2.617, 4.175, -1.823], [-5.062, 0.502, -2.993], [-4.519, 1.661, -2.173], [-3.287, 1.097, 3.029], [-1.031, -0.631, -0.438], [-4.392, 2.500, 1.729], [4.268, -2.455, 3.920], [-2.457, 3.102, -1.820], [9.602, -3.012, 3.320], [1.552, 1.220, -2.202], [0.602, -0.225, -2.159], [1.802, -1.253, 3.301], [-0.352, -0.915, 1.806], [2.716, -0.648, 2.498], [-0.437, 3.128, -1.180], [-3.914, 3.295, -3.364], [7.284, -2.583, 1.347], [-5.606, 0.821, -3.874], [-3.414, 2.477, -2.859], [0.521, 0.792, -0.326], [-0.965, 2.881, -2.093], [2.143, -2.641, 3.393], [-0.641, 3.611, -2.829], [-1.639, 0.971, -0.129], [-3.533, -1.201, -6.252], [0.603, 0.823, -1.861], [-0.908, -0.007, 1.627], [-1.893, -1.027, -5.702], [7.770, -3.185, 2.115], [-2.905, -1.217, -5.364], [-2.693, 1.276, 3.916], [1.933, -3.030, 4.386], [1.571, -3.209, 2.657], [0.771, 1.763, 0.090], [2.657, 0.478, 2.133], [-3.391, -0.742, -2.500], [-4.274, 0.815, 3.377], [-3.422, 2.324, 2.187], [8.824, -2.401, 2.860], [-4.024, -0.533, -3.371], [-2.653, -0.391, 2.129], [6.993, -2.560, 4.132], [-4.553, -1.458, -3.596], [-0.274, 1.585, -3.620], [-0.834, 0.288, 0.110]], "forces_ev_per_angstrom": [[-0.1, 0.2, 0.4], [0.3, 0.3, 0.1], [0.1, 0.3, -0.1], [-0.2, 0.1, 0.3], [0.0, -0.4, 0.1], [0.2, -0.2, 0.3], [-0.1, -0.1, 0.2], [0.2, -0.2, 0.0], [-0.1, -0.2, 0.1], [0.2, 0.6, -0.1], [0.7, 0.4, 0.0], [0.0, -0.2, -0.3], [0.4, -0.2, 0.1], [0.0, 0.0, -0.1], [0.0, 0.0, 0.1], [0.0, -0.3, 0.4], [0.2, -0.1, 0.4], [0.6, 0.3, 0.0], [-0.3, 0.0, 0.2], [-0.2, -0.1, 0.1], [0.0, 0.1, -0.1], [0.2, -0.1, 0.2], [0.0, 0.3, 0.2], [0.1, -0.2, 0.5], [-0.3, 0.2, -0.8], [-0.7, 0.1, -0.7], [-0.2, -0.2, -0.1], [-0.2, -0.1, -0.2], [0.1, -0.1, 0.0], [0.2, 0.3, -0.8], [0.1, 0.1, 0.0], [0.2, 0.3, 0.0], [0.1, -0.2, -0.3], [0.2, -0.1, -0.1], [0.4, 0.0, 0.5], [-0.1, 0.1, -0.1], [0.2, 0.0, 0.2], [-0.1, 0.1, -0.4], [0.1, 0.1, 0.0], [0.1, 0.2, -0.3], [-0.2, 0.4, 0.8], [0.0, 0.2, -1.0], [-0.3, -0.2, 0.1], [-0.2, 0.0, 0.2], [0.1, 0.1, -0.2], [0.0, 0.4, -0.3], [-0.3, -0.3, -0.1], [-0.4, -0.4, 0.3], [-1.0, 0.2, -1.5], [0.3, 0.0, 0.0], [-0.1, -0.3, -0.2], [0.2, 0.7, -0.1], [0.4, 0.0, 0.1], [0.0, 0.2, 0.1], [0.1, 0.0, -0.1], [-0.1, 0.2, 0.3], [0.0, -0.1, 0.1], [0.3, 0.1, -0.1], [-0.2, -0.2, 0.2], [-0.1, -0.2, 0.3], [-0.1, 0.3, -0.1], [-0.5, -0.3, -0.2], [0.2, -1.1, 1.1], [-0.2, 0.0, 0.1], [-0.1, -0.3, -0.1], [-0.1, -0.2, -0.4], [0.2, -0.1, 0.8]], "total_charge": 0, "largest_force_ev_per_a": 1.8, "smiles": "[H]/N=C\\CPCCCCCCCCCCCOC.O=C1OC[C@@H](F)O1.O=C1OC[C@@H](F)O1", "lumo_energy_ev": 0.566, "orbital_gap_ev": 8.86}

---

5.
{"formula": "C62H39BrCl6KN8O4S", "method": "wB97M-V/def2-TZVPD", "symbols": ["H", "C", "C", "H", "H", "H", "C", "H", "C", "N", "C", "H", "C", "C", "Cl", "C", "H", "Cl", "H", "H", "K", "C", "C", "C", "C", "C", "C", "H", "O", "H", "Cl", "C", "C", "N", "C", "C", "N", "C", "C", "H", "H", "H", "H", "C", "C", "C", "C", "N", "N", "C", "H", "C", "C", "C", "O", "C", "H", "C", "N", "C", "C", "H", "Br", "C", "C", "H", "H", "C", "S", "O", "O", "C", "H", "Cl", "H", "H", "C", "H", "H", "C", "C", "C", "H", "C", "C", "H", "Cl", "H", "C", "C", "H", "C", "C", "C", "C", "H", "H", "C", "C", "C", "H", "H", "C", "H", "C", "H", "H", "C", "H", "N", "Cl", "C", "C", "C", "C", "C", "H", "C", "C", "H", "C", "N"], "positions_angstrom": [[-13.855, -10.933, 13.191], [-12.807, -14.174, 10.180], [-21.988, -19.145, 14.190], [-13.407, -7.713, 16.860], [-16.449, -17.504, 7.652], [-13.755, -23.026, 17.574], [-17.292, -13.196, 11.924], [-22.297, -15.803, 14.937], [-12.690, -23.589, 15.870], [-15.294, -11.841, 11.407], [-19.623, -17.152, 16.612], [-11.785, -9.835, 13.518], [-13.731, -21.406, 14.541], [-16.035, -16.698, 16.531], [-19.852, -10.830, 17.667], [-19.993, -11.435, 15.970], [-18.389, -11.503, 10.969], [-12.164, -24.983, 16.797], [-20.782, -10.895, 15.517], [-13.894, -13.995, 19.706], [-15.977, -16.377, 13.108], [-18.425, -16.895, 17.210], [-14.013, -13.511, 10.521], [-14.737, -9.136, 15.835], [-11.826, -11.942, 10.262], [-23.843, -17.205, 15.020], [-24.238, -18.549, 14.753], [-14.249, -16.259, 18.608], [-17.195, -10.202, 15.170], [-12.603, -22.143, 12.834], [-17.894, -13.255, 5.787], [-16.955, -16.562, 7.793], [-13.770, -10.329, 14.129], [-15.395, -19.152, 12.018], [-12.415, -23.412, 14.501], [-17.757, -14.382, 7.035], [-17.924, -17.167, 15.036], [-12.992, -11.278, 10.705], [-15.096, -20.299, 12.737], [-14.646, -20.885, 16.503], [-15.186, -13.275, 14.316], [-17.113, -22.206, 10.723], [-15.573, -10.959, 11.773], [-15.490, -13.079, 18.598], [-20.770, -17.584, 11.650], [-21.567, -17.813, 14.394], [-14.286, -20.228, 13.816], [-18.495, -17.473, 12.271], [-16.394, -18.132, 10.153], [-18.606, -17.493, 10.922], [-19.051, -11.295, 15.404], [-19.787, -17.532, 12.700], [-12.437, -8.738, 15.215], [-18.235, -15.162, 9.265], [-14.502, -14.039, 14.325], [-16.197, -19.165, 11.046], [-13.221, -16.312, 16.339], [-16.221, -10.849, 14.752], [-15.214, -14.075, 10.951], [-15.625, -21.505, 12.129], [-12.612, -9.613, 14.201], [-18.782, -13.250, 8.563], [-10.749, -7.909, 15.519], [-22.493, -16.862, 14.824], [-18.234, -14.137, 8.337], [-10.817, -11.457, 10.088], [-21.344, -19.907, 13.730], [-17.451, -16.912, 16.217], [-19.717, -12.822, 12.411], [-16.202, -11.983, 14.153], [-16.929, -20.216, 10.620], [-13.489, -8.458, 16.016], [-23.783, -20.401, 14.037], [-20.358, -13.151, 15.990], [-20.365, -17.734, 9.547], [-17.412, -14.475, 16.269], [-16.662, -14.517, 17.053], [-24.629, -16.478, 15.233], [-20.665, -17.282, 16.984], [-15.758, -15.546, 17.372], [-20.144, -17.519, 14.093], [-17.589, -16.386, 9.024], [-15.640, -8.814, 16.406], [-14.041, -21.623, 15.888], [-14.908, -10.147, 14.943], [-18.802, -15.115, 10.255], [-25.946, -18.982, 15.008], [-15.360, -22.464, 12.547], [-17.458, -17.386, 10.111], [-14.674, -14.179, 19.046], [-12.990, -10.183, 10.854], [-11.736, -13.346, 10.088], [-16.449, -13.277, 17.615], [-14.189, -18.927, 14.573], [-13.543, -22.742, 16.530], [-12.819, -15.250, 9.976], [-19.423, -14.978, 13.590], [-15.034, -17.456, 15.866], [-14.066, -12.144, 10.798], [-14.832, -15.412, 18.374], [-11.761, -24.184, 14.015], [-10.772, -13.704, 9.889], [-23.369, -19.495, 14.353], [-16.735, -15.605, 5.770], [-16.606, -21.395, 11.206], [-11.958, -18.249, 14.734], [-21.821, -17.790, 11.769], [-19.990, -17.550, 10.519], [-17.144, -12.550, 17.391], [-17.687, -14.298, 12.602], [-15.434, -11.497, 19.424], [-18.292, -12.322, 11.604], [-17.030, -15.545, 6.811], [-12.908, -22.349, 13.828], [-15.899, -13.053, 11.442], [-13.576, -17.176, 15.889], [-14.776, -14.456, 15.133], [-13.063, -18.118, 14.972], [-19.293, -17.316, 15.141], [-18.328, -16.817, 18.249], [-18.900, -14.165, 13.009], [-15.366, -18.539, 15.086]], "forces_ev_per_angstrom": [[0.0, 0.0, 1.3], [-1.8, 0.2, -0.1], [-1.6, 0.2, -0.4], [-0.1, -0.9, -1.2], [0.2, 0.0, -0.3], [-0.1, 0.6, -0.6], [0.4, 0.7, -1.5], [0.7, -0.1, 0.0], [-0.6, -0.3, -0.7], [1.4, -2.1, -1.9], [-0.8, -0.7, -2.1], [-0.4, 0.1, 0.1], [-0.1, -0.4, -0.9], [2.0, -1.9, -1.9], [0.1, -0.1, -0.7], [1.3, 0.0, 0.4], [0.5, 1.3, -0.8], [0.3, 0.0, -0.5], [-0.8, 0.4, -0.4], [1.1, 0.1, 1.4], [0.1, -0.1, -0.1], [-2.8, -0.4, 0.5], [-0.3, -0.7, 1.1], [-0.3, 1.7, 1.8], [1.1, 0.6, 0.4], [0.2, -1.4, -0.7], [-1.0, 2.3, 1.2], [0.7, -0.7, 0.4], [-0.4, -0.6, -0.2], [0.0, 0.1, -0.8], [-0.2, 0.9, -0.7], [-0.2, 0.9, -0.3], [-1.4, -1.3, -2.4], [0.1, 1.3, 0.2], [1.6, -2.6, 0.9], [0.9, -1.0, 2.5], [0.2, 0.3, -1.4], [2.2, -0.5, -1.5], [0.8, -0.3, -0.4], [0.6, -0.9, -1.2], [1.1, -0.5, -0.4], [-0.2, -0.3, 0.1], [-0.4, 0.2, 0.4], [0.7, -1.1, 1.1], [1.8, -0.4, 0.4], [-0.3, -1.2, 0.1], [0.3, 0.6, 0.6], [-0.7, -0.2, -1.3], [-0.2, 1.6, 0.2], [-2.2, -0.1, 2.4], [-0.3, 0.2, 0.7], [-0.7, -0.1, 1.7], [0.7, 1.0, 0.9], [-0.6, -0.7, 1.5], [-1.2, 1.0, -0.4], [-0.9, 0.7, -0.4], [1.2, 1.2, 0.7], [-0.2, -0.6, -0.4], [-0.3, 1.1, 0.1], [-1.1, -0.4, -0.1], [1.2, -1.3, -1.1], [-0.2, 0.6, 0.0], [-0.1, 0.0, -0.1], [-1.7, 0.0, 0.1], [-0.7, -0.7, -0.7], [-1.6, 0.0, 0.4], [0.0, 0.6, 0.5], [1.3, -0.6, -0.1], [-0.4, 0.5, -0.2], [-0.4, 1.1, 0.8], [-0.3, -0.6, 0.2], [-2.1, 0.8, 2.1], [-0.1, -1.6, -0.2], [-0.2, -0.5, 0.0], [-0.1, 0.2, -1.0], [0.1, -0.8, 0.1], [1.3, 1.6, 0.3], [0.5, -0.1, 0.2], [1.2, 0.2, 0.1], [-2.2, -0.1, -1.0], [0.1, 0.1, -1.0], [0.8, 0.8, -0.8], [1.0, -0.3, -0.3], [-0.4, 1.0, 0.5], [2.1, 0.2, -1.0], [1.0, 0.5, -1.5], [0.6, 0.2, -0.2], [-0.1, -0.1, -0.1], [1.5, -1.1, -1.7], [-2.1, 0.8, -2.8], [-0.2, -0.9, 0.1], [-0.3, 1.3, -0.1], [0.7, -1.0, 1.3], [-1.7, -1.0, -0.3], [0.3, -0.3, 0.9], [0.2, 0.4, 0.3], [0.7, 1.1, -0.6], [-1.0, 1.9, 2.0], [-0.2, 1.8, 0.9], [0.2, 1.8, 0.6], [-0.7, 0.9, 0.4], [1.2, -0.7, -0.4], [2.4, 1.0, -0.4], [0.6, -0.7, 0.2], [1.5, -0.5, 0.4], [-1.8, 0.1, 0.1], [0.0, 0.2, -0.2], [0.4, -0.2, 0.0], [-1.1, 1.9, -0.5], [0.9, 0.1, 0.8], [0.2, -1.1, -0.6], [-0.4, -1.2, 1.3], [-0.9, -0.5, -0.1], [-1.3, 1.8, 1.6], [-1.4, -1.2, 0.2], [-1.8, -2.9, -2.8], [0.1, -0.6, 0.8], [1.1, 1.3, 1.9], [0.7, 0.6, 2.8], [0.5, 0.4, 1.3], [-1.3, -2.2, 0.8], [2.1, -0.1, -0.5]], "total_charge": -1, "largest_force_ev_per_a": 4.4, "lumo_energy_ev": [0.627, 0.627], "orbital_gap_ev": [5.82, 5.82], "e_above_lowest_ev": 0.000}

---

6.
{"formula": "C5H10N2O", "method": "wB97M-V/def2-TZVPD", "symbols": ["N", "H", "C", "N", "H", "H", "H", "H", "H", "H", "C", "O", "H", "H", "H", "C", "C", "C"], "positions_angstrom": [[1.810, -0.381, -0.764], [-3.335, 0.705, 0.549], [-2.666, 0.413, -0.260], [-2.022, -0.821, 0.104], [2.101, 2.406, 0.543], [1.678, -0.734, -1.712], [-3.267, 0.234, -1.153], [0.800, 1.363, -1.359], [2.074, 0.851, 1.393], [0.291, -2.330, 1.344], [0.219, -1.950, 0.326], [1.621, -1.387, 0.161], [0.165, -2.768, -0.400], [-1.943, 1.214, -0.457], [0.615, 1.849, 1.300], [1.499, 1.518, 0.755], [1.163, 0.806, -0.511], [-0.803, -0.986, 0.141]], "forces_ev_per_angstrom": [[-0.5, 0.0, -1.3], [0.0, 0.1, -0.1], [-0.3, 0.6, -0.1], [1.4, -1.1, 0.3], [0.1, 0.1, 0.1], [0.0, 0.0, 0.3], [0.0, 0.1, 0.1], [0.0, -0.1, -0.2], [0.0, 0.0, 0.1], [-0.2, -0.2, 0.1], [2.3, -0.3, -0.2], [-0.8, -1.1, 1.2], [-0.3, 0.0, 0.1], [-0.2, -0.1, 0.0], [-0.1, 0.0, 0.1], [-0.1, -0.2, -0.2], [0.7, 1.2, 0.2], [-1.9, 1.1, -0.3]], "total_charge": 0, "largest_force_ev_per_a": 2.3, "lumo_energy_ev": [1.117, -0.422], "orbital_gap_ev": [6.81, 9.39], "spin_multiplicity": 3, "e_above_lowest_ev": 0.836, "s_squared": 2.008}